1.
46
Properties=species:S:1:pos:R:3 method="wB97M-V/def2-TZVPD" energy_ha=-2638.67956 molar_mass_g_mol=436.3
N 2.72 -2.59 2.74
P 1.69 -2.05 1.39
O 2.09 -3.17 0.08
C 2.08 -0.23 0.87
C 3.60 0.21 1.29
C 3.73 1.46 2.32
P 3.96 3.12 1.32
O 2.98 3.24 0.08
O 3.78 4.54 2.35
O 5.67 3.11 0.84
N 2.70 1.56 3.41
C 1.41 0.83 3.18
C 0.95 0.72 1.59
P -0.85 0.01 1.40
S -1.40 -0.12 -0.50
H 3.72 -2.69 2.45
H 2.64 -1.98 3.59
H 3.11 -3.17 0.10
H 1.87 -0.20 -0.31
H 4.24 -0.71 1.69
H 4.14 0.53 0.28
H 4.78 1.33 2.87
H 3.85 4.27 3.31
H 5.76 2.74 -0.09
H 3.13 1.27 4.33
H 2.46 2.59 3.51
H 1.37 -0.22 3.74
H 0.55 1.48 3.70
H 1.04 1.81 1.13
H -1.02 -1.28 2.05
H -1.80 0.93 2.04
C -4.20 -2.31 -2.71
C -4.05 -0.81 -2.69
O -4.14 -0.21 -3.98
C -5.46 0.04 -4.55
O -6.22 0.72 -3.70
C -6.15 -1.26 -5.14
F -5.23 -2.07 -5.74
F -7.05 -0.95 -6.11
F -6.80 -2.02 -4.23
H -3.69 -2.75 -3.58
H -3.79 -2.75 -1.80
H -5.25 -2.61 -2.76
H -3.04 -0.59 -2.34
H -4.72 -0.35 -1.96
H -5.17 0.56 -5.48

---

2.
56
Properties=species:S:1:pos:R:3 method="wB97M-V/def2-TZVPD" smiles="COc1ccc(S(=O)(=O)N2CCC[C@H](C(=O)N3CCN(C)CC3)C2)cc1C" energy_ha=-1604.81557 molar_mass_g_mol=395.5 relative_energy_kcal_mol=36.9
C -5.05 -3.95 -0.26
O -5.20 -2.58 -0.55
C -4.24 -1.71 -0.13
C -3.10 -2.07 0.57
C -2.18 -1.11 0.96
C -2.41 0.21 0.63
S -1.25 1.48 1.09
O -0.18 0.88 1.85
O -1.94 2.58 1.69
N -0.75 1.98 -0.44
C -0.34 3.36 -0.54
C 1.08 3.57 -0.01
C 2.05 2.63 -0.73
C 1.59 1.18 -0.55
C 2.50 0.24 -1.33
O 2.21 -0.15 -2.44
N 3.69 -0.08 -0.76
C 4.14 0.19 0.58
C 4.22 -1.11 1.38
N 5.12 -2.03 0.71
C 5.33 -3.24 1.49
C 4.65 -2.32 -0.63
C 4.57 -1.02 -1.43
C 0.15 1.05 -1.07
C -3.55 0.59 -0.06
C -4.47 -0.36 -0.46
C -5.71 0.01 -1.21
H -5.02 -4.13 0.81
H -4.14 -4.36 -0.73
H -5.92 -4.43 -0.69
H -2.91 -3.10 0.83
H -1.29 -1.37 1.51
H -1.06 3.94 0.04
H -0.39 3.65 -1.59
H 1.09 3.35 1.06
H 1.38 4.61 -0.15
H 3.06 2.76 -0.35
H 2.06 2.87 -1.80
H 1.57 0.93 0.51
H 5.14 0.63 0.52
H 3.48 0.89 1.09
H 3.20 -1.54 1.48
H 4.60 -0.91 2.38
H 6.06 -3.87 0.97
H 4.41 -3.81 1.63
H 5.74 -2.97 2.46
H 3.65 -2.80 -0.61
H 5.35 -3.00 -1.11
H 5.56 -0.58 -1.51
H 4.16 -1.21 -2.42
H -0.23 0.04 -0.88
H 0.14 1.22 -2.15
H -3.69 1.63 -0.29
H -5.76 1.08 -1.38
H -6.59 -0.30 -0.66
H -5.73 -0.50 -2.17

---

3.
70
Properties=species:S:1:pos:R:3 method="wB97M-V/def2-TZVPD" smiles="C=CC[C@]1(P(=N)(O)O)OC(=O)O[C@@]1(CCCI)N=C=S.CN(C)C=O.CN(C)C=O.CN(C)C=O" energy_ha=-2657.57884 molar_mass_g_mol=651.5 relative_energy_kcal_mol=221.9
C 2.81 4.71 0.88
C 1.58 4.69 1.74
C 0.94 3.23 2.20
C 0.09 2.49 0.97
P -0.68 3.62 -0.38
N 0.41 4.40 -1.28
O -1.63 4.83 0.47
O -1.76 2.80 -1.47
O -1.14 2.05 1.71
C -1.69 0.82 1.10
O -2.79 0.11 1.35
O -0.69 0.43 0.09
C 0.60 0.96 0.57
C 1.03 0.02 1.85
C 0.95 -1.60 1.58
C 2.44 -2.27 1.29
I 2.95 -2.27 -0.84
N 1.47 0.99 -0.67
C 2.77 1.38 -0.36
S 4.36 1.27 0.34
H 3.77 4.05 1.07
H 2.82 5.46 -0.05
H 1.02 5.67 2.12
H 0.27 3.40 3.16
H 1.86 2.58 2.57
H 0.26 4.20 -2.29
H -1.76 5.64 -0.15
H -1.54 2.96 -2.44
H 0.42 0.24 2.84
H 2.16 0.26 2.12
H 0.59 -2.09 2.61
H 0.18 -1.93 0.77
H 2.39 -3.36 1.78
H 3.24 -1.66 1.90
C -5.33 4.74 3.00
N -4.91 6.12 2.99
C -3.59 6.44 2.49
C -5.72 7.14 3.43
O -5.43 8.33 3.44
H -4.64 4.16 3.63
H -5.31 4.35 1.98
H -6.34 4.64 3.40
H -3.02 6.95 3.28
H -3.69 7.13 1.64
H -3.06 5.54 2.17
H -6.70 6.78 3.79
C 1.23 -8.52 -0.19
N 1.65 -7.13 -0.20
C 2.97 -6.81 -0.70
C 0.83 -6.11 0.24
O 1.12 -4.92 0.25
H 1.92 -9.09 0.44
H 1.25 -8.90 -1.21
H 0.21 -8.61 0.21
H 3.53 -6.31 0.09
H 2.87 -6.12 -1.55
H 3.49 -7.71 -1.02
H -0.15 -6.47 0.60
C 0.53 -2.36 -5.45
N 0.89 -3.65 -4.88
C -0.02 -4.76 -5.04
C 2.07 -3.84 -4.19
O 2.43 -4.89 -3.68
H -0.41 -2.03 -5.00
H 0.41 -2.48 -6.53
H 1.31 -1.62 -5.25
H -0.32 -5.12 -4.05
H 0.49 -5.57 -5.56
H -0.91 -4.46 -5.60
H 2.68 -2.93 -4.13

---

4.
23
Properties=species:S:1:pos:R:3 method="wB97M-V/def2-TZVPD" smiles="CC(C)(C)N1COC(=O)N1O" energy_ha=-570.90009 molar_mass_g_mol=160.2 relative_energy_kcal_mol=127.2
C 0.81 -1.35 -1.57
C -0.23 -0.64 -0.67
C -1.12 -1.71 0.03
C -1.19 0.51 -1.09
N 0.61 0.01 0.36
C 1.61 1.05 0.00
O 1.27 2.27 0.67
C 0.33 2.09 1.65
O 0.05 2.83 2.53
N -0.28 0.88 1.39
O -0.82 0.09 2.39
H 0.32 -1.86 -2.33
H 1.61 -0.57 -1.87
H 1.35 -2.22 -1.05
H -0.58 -2.08 0.81
H -1.25 -2.47 -0.59
H -1.98 -1.18 0.39
H -1.81 0.85 -0.32
H -0.68 1.42 -1.54
H -1.82 0.20 -1.94
H 2.50 0.69 0.55
H 1.59 1.34 -1.02
H -0.30 -0.12 3.19

---

5.
157
Properties=species:S:1:pos:R:3 method="wB97M-V/def2-TZVPD" smiles=COC[C@H](C)N.COC[C@H](C)N.COC[C@H](C)N.COC[C@H](C)N.COC[C@H](C)N.CC(C)O.CC(C)O.CC(C)O.CC(C)O.CC(C)O.CC(C)O energy_ha=-2610.87086 molar_mass_g_mol=806.3 relative_energy_kcal_mol=23.7
C 4.41 -27.20 6.09
O 5.61 -27.19 6.86
C 5.81 -25.98 7.49
C 7.18 -25.99 8.24
C 7.15 -27.24 9.19
N 7.48 -24.71 8.87
H 4.45 -28.05 5.42
H 4.33 -26.23 5.49
H 3.57 -27.31 6.78
H 5.89 -25.16 6.80
H 5.02 -25.77 8.25
H 7.86 -26.24 7.41
H 6.69 -28.09 8.73
H 6.60 -26.96 10.09
H 8.16 -27.48 9.42
H 6.70 -24.57 9.54
H 8.29 -24.89 9.46
C 6.21 -25.48 1.75
O 5.02 -25.16 0.94
C 5.45 -24.17 0.00
C 4.23 -23.37 -0.48
C 3.23 -24.35 -1.07
N 4.49 -22.22 -1.37
H 7.04 -25.91 1.14
H 5.88 -26.19 2.51
H 6.62 -24.61 2.24
H 6.13 -23.48 0.47
H 6.01 -24.63 -0.89
H 3.88 -22.89 0.41
H 3.67 -24.92 -1.91
H 2.38 -23.84 -1.54
H 2.88 -25.14 -0.43
H 4.88 -21.46 -0.87
H 5.11 -22.45 -2.12
C 5.95 -16.76 1.76
O 6.99 -16.81 2.69
C 6.58 -16.96 4.06
C 6.16 -18.34 4.45
C 6.37 -18.50 5.96
N 6.80 -19.45 3.71
H 6.34 -16.82 0.79
H 5.44 -15.77 1.86
H 5.17 -17.55 1.83
H 7.47 -16.61 4.58
H 5.69 -16.37 4.30
H 5.12 -18.44 4.34
H 6.05 -19.51 6.22
H 5.69 -17.85 6.56
H 7.39 -18.36 6.27
H 7.46 -20.00 4.25
H 7.44 -19.16 2.99
C -1.32 -21.57 6.79
O -0.93 -22.91 7.01
C -0.63 -23.49 5.71
C -0.43 -24.99 5.85
C 0.78 -25.23 6.75
N -0.26 -25.57 4.54
H -2.37 -21.51 6.42
H -0.73 -20.98 6.04
H -1.15 -21.13 7.78
H -1.43 -23.25 5.04
H 0.29 -23.11 5.35
H -1.37 -25.46 6.17
H 1.13 -26.24 6.68
H 0.53 -24.94 7.80
H 1.49 -24.46 6.38
H -1.14 -25.35 4.04
H 0.48 -25.16 4.01
C 2.81 -24.48 3.04
O 2.07 -23.32 3.47
C 2.38 -22.20 2.70
C 3.82 -21.69 2.88
C 4.25 -21.77 4.33
N 3.92 -20.31 2.36
H 2.60 -24.66 1.97
H 2.40 -25.35 3.56
H 3.85 -24.40 3.24
H 2.15 -22.39 1.62
H 1.66 -21.46 3.07
H 4.48 -22.36 2.27
H 4.12 -22.84 4.65
H 3.50 -21.25 4.98
H 5.29 -21.42 4.36
H 4.90 -20.11 2.32
H 3.62 -20.40 1.36
C 1.15 -27.68 1.77
C 2.00 -28.48 2.73
C 3.47 -27.96 2.71
O 1.44 -28.49 4.05
H 1.49 -27.79 0.72
H 1.22 -26.64 2.04
H 0.07 -27.82 1.91
H 2.04 -29.56 2.53
H 4.15 -28.64 3.16
H 3.54 -26.92 3.15
H 3.84 -27.92 1.65
H 0.99 -27.62 4.22
C 1.84 -16.40 5.20
C 1.86 -17.70 4.40
C 0.48 -18.07 3.83
O 2.83 -17.53 3.34
H 1.64 -15.57 4.50
H 2.81 -16.24 5.66
H 1.07 -16.47 5.99
H 2.20 -18.54 5.03
H -0.04 -17.21 3.47
H -0.12 -18.48 4.63
H 0.61 -18.84 3.06
H 2.96 -18.38 2.93
C 8.05 -23.38 4.66
C 8.83 -22.91 5.86
C 10.29 -23.15 5.68
O 8.67 -21.49 6.09
H 8.20 -22.80 3.77
H 6.97 -23.51 4.80
H 8.38 -24.40 4.42
H 8.41 -23.44 6.73
H 10.55 -24.22 5.52
H 10.92 -22.72 6.44
H 10.60 -22.61 4.76
H 7.71 -21.44 6.27
C 0.14 -23.63 0.09
C -1.03 -22.88 0.69
C -1.88 -22.21 -0.28
O -1.81 -23.82 1.48
H 0.95 -22.94 -0.16
H -0.12 -24.26 -0.78
H 0.50 -24.36 0.83
H -0.64 -22.23 1.42
H -1.29 -21.56 -0.95
H -2.60 -21.54 0.17
H -2.34 -22.91 -0.94
H -2.69 -23.79 1.17
C 1.30 -19.43 -2.82
C 1.51 -19.36 -1.32
C 0.32 -18.90 -0.52
O 1.84 -20.68 -0.80
H 0.31 -19.88 -3.01
H 2.14 -19.89 -3.30
H 1.33 -18.41 -3.15
H 2.45 -18.76 -1.13
H -0.61 -19.36 -0.93
H 0.18 -17.82 -0.65
H 0.41 -19.14 0.59
H 2.44 -21.06 -1.46
C 5.31 -22.21 8.12
C 4.79 -21.59 9.41
C 3.73 -20.56 9.13
O 4.25 -22.65 10.26
H 4.55 -22.61 7.46
H 6.10 -22.87 8.43
H 5.84 -21.40 7.62
H 5.55 -21.21 10.06
H 3.12 -20.82 8.29
H 4.19 -19.51 8.92
H 3.04 -20.29 9.96
H 3.51 -23.12 9.77

---

6.
44
Properties=species:S:1:pos:R:3 method="wB97M-V/def2-TZVPD" smiles="CCN(CC)C(=O)c1ccc2c(=O)n(CCOC)c(=S)[nH]c2c1" energy_ha=-1410.51814 molar_mass_g_mol=335.4 relative_energy_kcal_mol=21.0
C -4.52 -2.23 1.56
C -4.05 -0.78 1.65
N -4.54 0.04 0.57
C -5.95 0.40 0.56
C -6.73 -0.37 -0.51
C -3.75 0.59 -0.38
O -4.17 1.37 -1.22
C -2.31 0.18 -0.39
C -1.93 -1.08 -0.84
C -0.59 -1.41 -0.94
C 0.39 -0.48 -0.60
C 1.81 -0.83 -0.70
O 2.21 -1.92 -1.04
N 2.70 0.20 -0.38
C 4.11 -0.12 -0.48
C 4.64 -0.69 0.85
O 5.99 -1.04 0.81
C 6.28 -2.21 0.08
C 2.33 1.44 0.06
S 3.39 2.62 0.49
N 0.99 1.70 0.14
C 0.01 0.80 -0.18
C -1.34 1.13 -0.07
H -4.07 -2.81 2.36
H -4.23 -2.67 0.61
H -5.60 -2.29 1.66
H -2.96 -0.75 1.64
H -4.39 -0.35 2.60
H -6.36 0.20 1.55
H -6.02 1.47 0.34
H -6.32 -0.14 -1.49
H -7.77 -0.08 -0.48
H -6.66 -1.45 -0.34
H -2.69 -1.80 -1.12
H -0.27 -2.38 -1.28
H 4.66 0.79 -0.74
H 4.22 -0.86 -1.27
H 4.56 0.08 1.62
H 4.02 -1.55 1.13
H 5.62 -3.03 0.38
H 7.31 -2.46 0.30
H 6.17 -2.06 -1.00
H 0.74 2.63 0.45
H -1.64 2.12 0.25

---

Number 1: HOMO energy -4.5 eV. Number 2: HOMO energy -8.8 eV. Number 3: HOMO energy -8.5 eV. Number 4: HOMO energy -9.1 eV. Number 5: HOMO energy -9.3 eV. Number 6: HOMO energy -8.6 eV.